No. 1
Molecular formula: H41O21
Method: DFT, ωB97M-V/def2-TZVPD

Geometry as ORCA input:
```
! wB97M-V def2-TZVPD RIJCOSX def2/J DEFGRID3
* xyz -1 1
O -0.977 -5.097 -2.243
H -1.664 -4.607 -1.848
H -0.243 -4.591 -2.588
O -0.294 -0.098 3.227
H -0.692 -3.338 1.301
H -0.712 2.639 -2.470
O -2.479 -0.709 4.362
H 0.447 -0.621 -1.067
H -2.381 -1.657 4.381
O -0.343 -0.079 -1.188
H 3.422 0.820 -3.121
H 5.066 0.516 -0.228
O 4.947 1.288 0.294
H 4.041 1.238 0.597
H 0.109 0.247 -5.006
O 1.703 -1.543 4.341
H 1.158 3.354 3.417
H 1.521 -0.738 3.806
O 1.506 2.896 2.689
H -1.609 -0.454 3.869
H 0.327 1.031 1.135
O -0.979 3.699 -1.073
H -0.303 0.850 -0.926
H 1.746 -1.118 5.185
O -2.996 0.679 2.035
H -1.790 4.034 -1.509
H 3.480 1.725 -1.839
O -0.827 0.433 -5.277
H 0.739 2.447 2.188
H -0.929 1.181 -2.872
O 2.423 -2.199 -2.663
H 1.456 -2.281 0.420
H 2.471 -2.262 -1.658
O -3.004 -0.507 -0.327
H -2.741 0.386 -0.616
H -2.804 -0.176 0.635
O 2.993 1.079 -2.280
H -3.282 0.088 2.842
H -2.072 0.752 2.311
O -3.707 2.151 -0.397
H -4.283 1.467 -0.662
H -3.315 1.845 0.462
O -0.207 1.659 0.538
H -0.380 -3.336 -0.866
H -0.312 2.530 0.996
O 1.581 -1.337 0.402
H -1.039 1.209 -4.748
O -1.178 2.122 -3.177
H 0.286 -0.003 3.993
H 1.668 -0.792 1.159
O 1.886 3.771 -2.986
H -1.375 -1.509 0.235
H 2.292 4.156 -2.218
O -0.997 -1.722 1.048
H 0.864 -4.370 -0.618
H -0.518 -0.973 1.421
O 0.538 -3.537 -0.936
H -1.414 2.817 -0.830
H 0.883 3.746 -2.959
O -0.329 -4.174 1.830
H -0.239 -3.688 2.740
H 2.861 -1.336 -2.660
*
```

Values from the calculation:
- lowest unoccupied orbital energy (eV) = 2.059

Atomic partial charges in e from the Löwdin method, atoms 1 to 2:
1. O -0.042
2. H 0.012



No. 2
Molecular formula: H42O21
Method: DFT, ωB97M-V/def2-TZVPD

Geometry as ORCA input:
```
! wB97M-V def2-TZVPD RIJCOSX def2/J DEFGRID3
* xyz 0 1
O 0.293 -3.303 -2.406
H 1.193 -3.029 -2.123
H 0.382 -4.231 -2.629
O -0.067 4.578 -0.386
H 0.338 4.804 -1.230
H 0.383 5.202 0.198
O -4.282 -1.135 -0.851
H -4.915 -1.170 -1.572
H -3.961 -0.228 -0.759
O 2.524 -1.915 -2.287
H 2.129 -1.296 -1.658
H 2.619 -1.428 -3.112
O -0.933 2.096 1.440
H -1.205 1.257 1.071
H -0.882 2.053 2.379
O 1.014 3.891 2.249
H 0.426 3.803 1.483
H 1.867 4.255 2.007
O -2.639 -2.884 -2.268
H -1.800 -2.623 -1.876
H -3.353 -2.941 -1.641
O -2.473 -2.966 0.659
H -2.721 -3.388 -0.155
H -3.312 -2.644 1.008
O 0.782 1.497 -0.468
H 0.627 1.886 0.431
H 0.329 0.680 -0.224
O -0.271 -0.364 -2.042
H -0.098 0.437 -2.559
H 0.006 -0.984 -2.735
O 3.473 -0.169 3.044
H 3.829 0.433 3.714
H 2.666 0.377 2.980
O -1.293 -0.593 1.838
H -1.879 -1.262 1.559
H -0.802 -0.804 2.635
O -3.511 1.613 -0.231
H -4.322 1.837 0.234
H -3.839 1.910 -1.096
O 5.074 1.612 1.593
H 5.230 1.503 0.655
H 4.436 0.931 1.861
O 3.118 -2.909 3.050
H 3.271 -2.070 3.509
H 3.599 -2.788 2.230
O -1.710 2.341 -2.425
H -1.332 1.917 -1.641
H -2.172 1.589 -2.820
O 0.253 -2.756 3.082
H 0.501 -2.606 2.156
H 0.964 -3.392 3.251
O 2.599 -3.473 0.428
H 2.362 -4.278 0.894
H 3.007 -3.635 -0.426
O 4.186 1.442 -2.032
H 3.244 1.308 -1.858
H 4.463 1.904 -1.235
O -3.096 3.776 1.541
H -2.455 3.635 2.235
H -3.292 2.923 1.149
O -3.033 -0.189 -3.404
H -2.749 -1.050 -3.061
H -3.809 -0.427 -3.924
*
```

Values from the calculation:
- lowest unoccupied orbital energy (eV) = -0.046

Atomic partial charges in e from the Löwdin method, atoms 1 to 2:
1. O -0.067
2. H -0.006



No. 3
Molecular formula: H42O21
Method: DFT, ωB97M-V/def2-TZVPD

Geometry as ORCA input:
```
! wB97M-V def2-TZVPD RIJCOSX def2/J DEFGRID3
* xyz 0 1
O -2.916 2.411 -1.092
H -3.731 1.986 -1.475
H -2.412 2.737 -1.854
O -5.678 0.991 1.748
H -5.462 0.647 2.629
H -4.826 1.082 1.380
O -2.608 -0.302 3.945
H -2.827 -0.389 4.880
H -1.677 -0.110 3.944
O 3.221 0.363 3.934
H 3.429 0.049 3.034
H 3.633 -0.385 4.381
O 1.206 2.743 -4.303
H 1.535 3.623 -4.180
H 1.348 2.417 -5.243
O 2.212 -2.794 -1.499
H 1.911 -3.681 -1.582
H 2.696 -2.569 -2.336
O 2.063 4.126 -1.023
H 1.871 3.197 -0.852
H 1.888 4.536 -0.182
O -5.156 0.297 -1.556
H -4.525 -0.430 -1.706
H -5.735 -0.001 -0.858
O 1.270 1.408 -0.587
H 1.588 0.991 -1.449
H 1.453 0.826 0.162
O 3.678 -1.506 -3.546
H 3.173 -0.680 -3.656
H 3.740 -1.904 -4.429
O 1.168 -0.587 1.364
H 0.711 -1.460 1.432
H 1.087 -0.267 2.301
O 2.035 5.309 -3.475
H 2.066 4.944 -2.534
H 1.461 6.061 -3.368
O -0.322 -2.720 1.681
H -0.106 -3.619 1.454
H -1.250 -2.482 1.364
O -2.702 -1.736 1.254
H -2.690 -1.428 2.170
H -2.448 -0.956 0.719
O 3.681 -2.062 2.193
H 3.075 -1.511 1.658
H 4.368 -2.323 1.587
O 1.806 0.416 -3.079
H 1.538 1.295 -3.439
H 0.914 -0.022 -2.951
O 0.215 0.120 4.355
H 0.479 -0.688 4.866
H 0.973 0.717 4.380
O 1.484 -2.736 4.188
H 0.785 -2.843 3.534
H 2.302 -2.832 3.723
O -3.452 -1.695 -2.046
H -3.441 -2.217 -1.244
H -2.509 -1.746 -2.400
O -0.535 -1.339 -2.145
H 0.198 -1.973 -1.896
H -0.799 -0.863 -1.335
O -1.471 0.166 -0.215
H -0.734 0.777 -0.176
H -2.249 0.622 -0.546
*
```

Values from the calculation:
- lowest unoccupied orbital energy (eV) = 0.044

Atomic partial charges in e from the Löwdin method, atoms 1 to 2:
1. O -0.070
2. H 0.046



No. 4
Molecular formula: H42O21
Method: DFT, ωB97M-V/def2-TZVPD

Geometry as ORCA input:
```
! wB97M-V def2-TZVPD RIJCOSX def2/J DEFGRID3
* xyz 0 1
O 2.017 -3.570 -1.641
H 1.820 -3.602 -0.690
H 1.211 -3.280 -2.017
O -2.141 -2.901 -1.928
H -2.112 -3.922 -1.740
H -2.663 -2.407 -1.314
O -0.057 -1.502 -1.240
H -0.566 -2.267 -1.465
H 0.150 -0.764 -1.860
O -1.211 1.296 -3.637
H -2.039 1.654 -3.731
H -1.563 0.511 -3.130
O 2.329 0.984 2.197
H 3.229 0.999 1.896
H 2.020 1.893 2.335
O 2.488 -3.712 1.424
H 2.841 -2.981 1.028
H 1.678 -3.501 1.967
O -0.629 -4.665 -2.340
H -0.712 -4.294 -3.198
H 0.176 -5.046 -2.059
O 3.429 3.019 0.823
H 2.797 2.369 0.326
H 2.897 3.836 0.942
O 2.362 -1.991 -3.514
H 2.737 -1.990 -2.636
H 2.146 -2.950 -3.569
O -0.173 0.110 1.132
H 0.014 -0.684 0.660
H 0.510 0.618 1.594
O -0.518 -2.578 2.701
H -0.704 -1.569 2.778
H -0.375 -2.989 3.586
O -3.840 2.475 0.208
H -3.539 1.711 -0.358
H -4.748 2.141 0.253
O 0.710 0.560 -2.395
H 0.976 1.090 -3.150
H 1.238 0.746 -1.632
O -1.940 -0.497 3.393
H -2.030 0.439 3.297
H -2.392 -1.096 2.698
O -4.110 -2.020 0.318
H -4.006 -2.360 1.158
H -3.572 -1.401 -0.031
O 0.181 3.099 -0.869
H 0.056 2.550 -0.060
H -0.662 3.326 -1.276
O 1.060 4.503 2.484
H 1.251 4.057 3.312
H 0.052 4.837 2.529
O -2.331 0.807 -1.073
H -1.900 1.585 -0.889
H -1.943 -0.027 -0.590
O 3.486 0.600 -2.825
H 4.422 0.542 -2.504
H 3.012 -0.083 -3.282
O 1.205 2.643 4.297
H 1.135 1.685 4.375
H 2.061 3.016 4.071
O -2.092 3.392 2.357
H -2.681 2.725 2.027
H -2.338 3.877 1.482
*
```

Values from the calculation:
- lowest unoccupied orbital energy (eV) = -0.215

Atomic partial charges in e from the Löwdin method, atoms 1 to 2:
1. O -0.060
2. H 0.041



No. 5
Molecular formula: H4I2Si2
Method: DFT, ωB97M-V/def2-TZVPD

Geometry as ORCA input:
```
! wB97M-V def2-TZVPD RIJCOSX def2/J DEFGRID3
* xyz 0 3
Si -0.943 -0.128 -0.784
Si 0.971 -0.164 0.834
I -2.857 1.071 0.133
I 2.812 1.161 -0.071
H -1.283 -1.442 -1.189
H -0.777 0.686 -1.897
H 0.462 0.435 2.224
H 1.616 -1.618 0.751
*
```

Values from the calculation:
- lowest unoccupied orbital energy (alpha / beta) (eV) = 0.164 / -4.518

Atomic partial charges in e from the Löwdin method, atoms 1 to 2:
1. Si -0.086
2. Si -0.135



No. 6
Molecular formula: H4IO2
Method: DFT, ωB97M-V/def2-TZVPD

Geometry as ORCA input:
```
! wB97M-V def2-TZVPD RIJCOSX def2/J DEFGRID3
* xyz -1 1
I -0.421 -0.832 -2.476
O 1.767 -0.171 0.162
H 1.569 0.773 0.170
H 1.322 -0.422 -0.667
O -1.597 0.496 0.837
H -1.099 -0.045 0.242
H -1.541 0.202 1.732
*
```

Values from the calculation:
- lowest unoccupied orbital energy (eV) = 3.717

Atomic partial charges in e from the Löwdin method, atoms 1 to 2:
1. I -0.477
2. O -0.165



No. 7
Molecular formula: H4N2
Method: DFT, ωB97M-V/def2-TZVPD

Geometry as ORCA input:
```
! wB97M-V def2-TZVPD RIJCOSX def2/J DEFGRID3
* xyz 0 1
N -0.797 -0.115 0.177
N 0.692 -0.173 -0.091
H -1.048 0.913 -0.163
H -0.800 -1.005 -0.674
H 0.946 -0.455 0.908
H 1.007 0.836 -0.158
*
```

Values from the calculation:
- lowest unoccupied orbital energy (eV) = 1.042
- SMILES string = NN

Atomic partial charges in e from the Löwdin method, atoms 1 to 2:
1. N -0.174
2. N -0.189



No. 8
Molecular formula: H4N2O
Method: DFT, ωB97M-V/def2-TZVPD

Geometry as ORCA input:
```
! wB97M-V def2-TZVPD RIJCOSX def2/J DEFGRID3
* xyz 0 1
N 1.429 -0.071 0.023
N -1.137 0.132 -0.061
O 0.487 0.859 0.097
H 1.036 -0.951 0.362
H 1.940 -0.126 -0.891
H -1.334 0.057 0.880
H -1.635 1.022 -0.325
*
```

Values from the calculation:
- lowest unoccupied orbital energy (alpha / beta) (eV) = 0.611 / 0.612

Atomic partial charges in e from the Löwdin method, atoms 1 to 2:
1. N -0.079
2. N 0.089



No. 9
Molecular formula: H4N2O
Method: DFT, ωB97M-V/def2-TZVPD

Geometry as ORCA input:
```
! wB97M-V def2-TZVPD RIJCOSX def2/J DEFGRID3
* xyz 0 1
N 1.126 0.686 0.307
O 0.106 0.044 1.017
N -0.761 -0.517 -0.067
H 1.644 -0.109 0.000
H 0.812 1.272 -0.463
H -0.092 -1.092 -0.583
H -1.348 -0.998 0.549
*
```

Values from the calculation:
- lowest unoccupied orbital energy (eV) = 1.168
- SMILES string = NON

Atomic partial charges in e from the Löwdin method, atoms 1 to 2:
1. N -0.023
2. O -0.259



No. 10
Molecular formula: H4N2O
Method: DFT, ωB97M-V/def2-TZVPD

Geometry as ORCA input:
```
! wB97M-V def2-TZVPD RIJCOSX def2/J DEFGRID3
* xyz 0 1
N -0.269 1.862 -0.947
O 0.604 1.355 -0.205
H -0.282 1.416 -1.962
N -0.280 -1.199 0.501
H 0.491 -0.434 0.364
H -0.552 -0.950 1.522
H 0.288 -2.050 0.726
*
```

Values from the calculation:
- lowest unoccupied orbital energy (eV) = -0.923
- SMILES string = N=O.N

Atomic partial charges in e from the Löwdin method, atoms 1 to 2:
1. N 0.050
2. O -0.132



Relative energy (zero: lowest compared OMol25 entry of this formula, charge and spin) per entry: 506.7; 624.6; 246.5; 953.5; 154.9; 16.3; 167.1; 247.8; 175.4; 141.2 kJ/mol
Molecular weight per entry: 377.31; 378.31; 378.31; 378.31; 314.01; 162.93; 32.05; 48.05; 48.05; 48.05 g/mol
Maximum force per entry: 3.577; 2.521; 3.040; 5.993; 2.275; 1.935; 5.280; 4.831; 2.471; 4.729 eV/A